(1)
{"formula": "C30H30NO2", "method": "wB97M-V/def2-TZVPD", "charge": 1, "homo_energy_ev": -10.90, "energy_ev": -37172.4915, "symbols": ["C", "C", "C", "N", "C", "C", "C", "C", "C", "C", "C", "H", "H", "H", "H", "H", "H", "H", "H", "H", "H", "H", "H", "H", "C", "O", "C", "C", "C", "C", "C", "C", "C", "C", "C", "O", "C", "C", "C", "C", "C", "C", "C", "C", "C", "C", "H", "H", "H", "H", "H", "H", "H", "H", "H", "H", "H", "H", "H", "H", "H", "H", "H"], "xyz": [[0.54, 4.64, 1.07], [0.26, 3.41, 0.23], [0.78, 3.42, -1.21], [-0.50, 2.49, 0.72], [-1.68, 2.15, -0.12], [-2.99, 2.06, 0.63], [-4.09, 2.79, 0.17], [-5.36, 2.58, 0.71], [-5.53, 1.64, 1.73], [-4.42, 0.96, 2.24], [-3.15, 1.21, 1.72], [1.46, 5.15, 0.81], [-0.30, 5.33, 0.99], [0.57, 4.33, 2.12], [1.64, 4.08, -1.34], [1.08, 2.42, -1.53], [0.01, 3.74, -1.93], [-1.85, 2.95, -0.86], [-1.47, 1.18, -0.63], [-3.94, 3.51, -0.64], [-6.21, 3.12, 0.31], [-6.53, 1.44, 2.14], [-4.53, 0.21, 3.03], [-2.26, 0.72, 2.13], [7.17, 1.22, -1.71], [6.91, 1.05, -0.29], [5.62, 0.81, 0.08], [5.35, 0.57, 1.45], [4.05, 0.44, 1.88], [2.94, 0.42, 0.97], [1.60, 0.28, 1.48], [0.63, -0.62, 0.97], [-0.54, -0.93, 1.74], [-1.59, -1.66, 1.21], [-1.48, -2.16, -0.09], [-2.63, -2.72, -0.63], [-2.59, -4.03, -1.15], [-3.19, -5.02, -0.38], [-2.99, -6.35, -0.73], [-2.24, -6.68, -1.87], [-1.72, -5.67, -2.68], [-1.91, -4.32, -2.34], [-0.29, -2.04, -0.83], [0.74, -1.29, -0.29], [3.25, 0.59, -0.41], [4.55, 0.80, -0.84], [8.23, 1.43, -1.79], [6.93, 0.29, -2.24], [6.58, 2.04, -2.13], [6.21, 0.55, 2.14], [3.85, 0.31, 2.95], [1.39, 0.74, 2.45], [-0.61, -0.54, 2.76], [-2.50, -1.86, 1.78], [-3.75, -4.73, 0.51], [-3.43, -7.13, -0.10], [-2.09, -7.73, -2.13], [-1.17, -5.90, -3.59], [-1.49, -3.51, -2.94], [-0.19, -2.55, -1.79], [1.67, -1.21, -0.86], [2.47, 0.57, -1.16], [4.74, 0.97, -1.91]], "nbo_charge": [-0.679, 0.405, -0.719, -0.532, -0.275, 0.061, -0.236, -0.199, -0.212, -0.198, -0.242, 0.213, 0.249, 0.242, 0.232, 0.215, 0.246, 0.188, 0.189, 0.212, 0.223, 0.223, 0.212, 0.200, -0.262, -0.459, 0.384, -0.263, -0.103, -0.202, 0.178, -0.215, -0.065, -0.300, 0.514, -0.502, 0.268, -0.246, -0.185, -0.210, -0.190, -0.271, -0.332, -0.029, -0.145, -0.263, 0.224, 0.192, 0.189, 0.253, 0.230, 0.236, 0.235, 0.260, 0.234, 0.230, 0.230, 0.227, 0.219, 0.250, 0.219, 0.222, 0.231]}

---

(2)
{"formula": "C53H124N17O20P5", "method": "wB97M-V/def2-TZVPD", "homo_energy_ev": -8.13, "energy_ev": -169701.5256, "symbols": ["C", "C", "O", "C", "O", "O", "H", "H", "H", "H", "C", "C", "O", "C", "O", "O", "H", "H", "H", "H", "C", "C", "O", "C", "O", "O", "H", "H", "H", "H", "C", "C", "O", "C", "O", "O", "H", "H", "H", "H", "C", "C", "O", "C", "O", "O", "H", "H", "H", "H", "C", "C", "C", "C", "N", "H", "H", "H", "H", "H", "H", "H", "C", "C", "C", "C", "N", "H", "H", "H", "H", "H", "H", "H", "O", "P", "N", "C", "C", "N", "C", "C", "N", "C", "C", "H", "H", "H", "H", "H", "H", "H", "H", "H", "H", "H", "H", "H", "H", "H", "H", "H", "H", "O", "P", "N", "C", "C", "N", "C", "C", "N", "C", "C", "H", "H", "H", "H", "H", "H", "H", "H", "H", "H", "H", "H", "H", "H", "H", "H", "H", "H", "O", "P", "N", "C", "C", "N", "C", "C", "N", "C", "C", "H", "H", "H", "H", "H", "H", "H", "H", "H", "H", "H", "H", "H", "H", "H", "H", "H", "H", "O", "P", "N", "C", "C", "N", "C", "C", "N", "C", "C", "H", "H", "H", "H", "H", "H", "H", "H", "H", "H", "H", "H", "H", "H", "H", "H", "H", "H", "O", "P", "N", "C", "C", "N", "C", "C", "N", "C", "C", "H", "H", "H", "H", "H", "H", "H", "H", "H", "H", "H", "H", "H", "H", "H", "H", "H", "H"], "xyz": [[0.18, 5.24, -2.45], [-0.14, 6.70, -2.74], [-1.42, 6.51, -3.33], [-1.46, 5.27, -3.90], [-2.33, 4.82, -4.67], [-0.58, 4.51, -3.35], [-0.13, 5.11, -1.42], [1.20, 4.94, -2.70], [0.56, 7.07, -3.49], [-0.26, 7.30, -1.84], [3.23, 3.78, 1.39], [4.05, 4.56, 2.47], [4.31, 5.83, 1.92], [3.41, 5.99, 0.93], [3.22, 7.07, 0.40], [2.79, 4.87, 0.61], [2.40, 3.31, 1.90], [3.88, 3.06, 0.90], [4.96, 3.98, 2.62], [3.55, 4.56, 3.44], [-2.95, 1.40, -4.42], [-3.74, 1.99, -3.32], [-3.53, 1.22, -2.22], [-2.96, 0.06, -2.56], [-2.73, -0.94, -1.82], [-2.66, 0.10, -3.88], [-2.03, 1.98, -4.52], [-3.43, 1.23, -5.39], [-4.80, 1.93, -3.59], [-3.55, 3.06, -3.24], [-2.58, 9.38, 0.42], [-3.74, 8.57, 1.11], [-3.32, 7.25, 1.12], [-2.09, 7.14, 0.57], [-1.48, 6.12, 0.42], [-1.57, 8.38, 0.26], [-2.04, 10.20, 0.90], [-2.97, 9.69, -0.55], [-4.67, 8.55, 0.55], [-3.93, 8.92, 2.13], [2.74, 1.94, 5.21], [2.25, 1.09, 6.40], [3.12, 1.45, 7.47], [4.18, 2.11, 6.99], [5.13, 2.42, 7.68], [4.02, 2.37, 5.63], [2.06, 2.79, 5.13], [2.70, 1.35, 4.30], [2.32, 0.02, 6.20], [1.22, 1.38, 6.59], [4.60, 3.02, -4.32], [3.80, 4.11, -3.56], [4.71, 4.85, -2.55], [5.52, 4.07, -1.62], [6.15, 3.42, -0.92], [5.57, 3.33, -4.73], [4.05, 2.85, -5.24], [4.78, 2.10, -3.78], [2.92, 3.73, -3.04], [3.50, 4.85, -4.30], [4.14, 5.53, -1.92], [5.44, 5.42, -3.11], [6.44, 0.92, 3.25], [6.09, 1.25, 1.81], [6.56, 0.17, 0.87], [5.79, -1.04, 0.88], [5.16, -2.02, 0.84], [5.62, 0.36, 3.70], [6.50, 1.78, 3.91], [7.34, 0.32, 3.42], [6.64, 2.18, 1.64], [5.01, 1.41, 1.72], [7.59, -0.08, 1.14], [6.53, 0.46, -0.18], [-2.60, -7.14, -2.58], [-1.13, -6.88, -2.27], [-0.71, -5.23, -2.17], [0.56, -4.81, -1.57], [-1.80, -4.24, -2.12], [-0.04, -7.50, -3.49], [1.43, -7.56, -3.34], [-0.45, -7.46, -4.85], [-0.60, -7.63, -0.79], [-0.59, -9.06, -0.80], [-1.20, -7.15, 0.43], [1.28, -5.63, -1.61], [0.50, -4.65, -0.50], [0.84, -3.85, -2.00], [-1.58, -3.30, -2.62], [-2.00, -4.06, -1.06], [-2.71, -4.61, -2.59], [1.68, -7.57, -2.28], [1.74, -8.50, -3.78], [1.87, -6.70, -3.84], [-1.53, -7.49, -4.99], [-0.14, -6.55, -5.37], [0.06, -8.29, -5.33], [-0.30, -9.49, 0.16], [-1.62, -9.40, -0.96], [-0.07, -9.50, -1.65], [-0.54, -7.23, 1.29], [-2.09, -7.73, 0.68], [-1.47, -6.10, 0.34], [-3.72, 2.17, 3.40], [-4.98, 1.94, 2.66], [-6.44, 2.17, 3.49], [-7.81, 2.25, 2.88], [-6.47, 2.59, 4.95], [-5.18, 0.32, 2.13], [-4.13, -0.22, 1.22], [-5.66, -0.65, 3.07], [-5.15, 2.76, 1.18], [-4.01, 3.54, 0.74], [-6.12, 2.41, 0.12], [-7.89, 3.13, 2.25], [-8.56, 2.24, 3.67], [-7.91, 1.39, 2.21], [-6.78, 3.63, 5.02], [-5.50, 2.40, 5.41], [-7.21, 2.03, 5.52], [-3.74, 0.56, 0.57], [-3.25, -0.52, 1.79], [-4.44, -1.09, 0.65], [-5.04, -0.67, 3.97], [-6.72, -0.50, 3.31], [-5.61, -1.58, 2.52], [-4.17, 4.09, -0.18], [-3.66, 4.15, 1.58], [-3.18, 2.88, 0.49], [-5.72, 1.66, -0.55], [-6.30, 3.27, -0.53], [-7.06, 2.01, 0.50], [2.69, -3.22, -7.70], [1.81, -2.24, -7.01], [0.95, -2.83, -5.65], [1.62, -3.79, -4.72], [-0.45, -2.47, -5.29], [0.56, -1.48, -8.01], [-0.56, -2.32, -8.46], [1.05, -0.60, -9.12], [2.55, -0.79, -6.38], [1.87, 0.01, -5.34], [4.06, -0.70, -6.28], [2.18, -4.56, -5.25], [0.85, -4.32, -4.15], [2.23, -3.16, -4.08], [-1.19, -3.17, -5.67], [-0.68, -1.49, -5.71], [-0.60, -2.38, -4.22], [-0.65, -3.22, -7.84], [-1.50, -1.77, -8.38], [-0.26, -2.58, -9.47], [1.33, -1.21, -9.98], [0.25, 0.08, -9.41], [1.83, 0.10, -8.81], [2.54, 0.78, -4.94], [1.09, 0.66, -5.74], [1.57, -0.56, -4.46], [4.55, 0.26, -6.41], [4.51, -1.32, -7.05], [4.44, -1.20, -5.39], [-0.62, -0.69, 6.80], [-0.51, -2.14, 6.41], [-0.61, -3.23, 7.75], [0.56, -3.28, 8.68], [-1.93, -3.42, 8.42], [0.96, -2.59, 5.60], [1.38, -3.94, 5.39], [1.35, -1.68, 4.47], [-1.63, -2.73, 5.27], [-1.95, -4.17, 5.07], [-2.38, -1.77, 4.38], [0.55, -4.08, 9.41], [0.58, -2.41, 9.33], [1.40, -3.18, 7.99], [-1.76, -4.30, 9.04], [-2.65, -3.72, 7.65], [-2.29, -2.55, 8.96], [1.02, -4.55, 6.23], [0.83, -4.30, 4.52], [2.46, -3.96, 5.35], [1.11, -0.62, 4.61], [2.38, -1.78, 4.14], [0.75, -1.86, 3.57], [-1.90, -4.44, 4.01], [-1.39, -4.87, 5.68], [-2.97, -4.28, 5.43], [-3.22, -2.16, 3.80], [-1.58, -1.40, 3.73], [-2.72, -0.93, 4.98], [2.18, 0.89, 1.99], [1.22, 0.65, 0.84], [1.86, 0.87, -0.79], [1.04, 0.48, -1.98], [3.35, 0.74, -0.97], [-0.15, 1.64, 0.83], [-1.15, 1.45, 1.88], [-0.12, 2.99, 0.21], [0.62, -0.97, 0.84], [-0.67, -1.53, 0.37], [1.50, -2.05, 1.18], [1.26, -0.52, -2.33], [1.18, 1.19, -2.80], [-0.01, 0.63, -1.73], [3.58, -0.30, -1.17], [3.87, 1.10, -0.08], [3.69, 1.27, -1.85], [-2.13, 1.74, 1.49], [-1.27, 0.43, 2.25], [-0.83, 2.11, 2.68], [0.61, 3.02, -0.60], [-1.08, 3.41, -0.08], [0.16, 3.67, 1.01], [-1.07, -2.19, 1.14], [-1.41, -0.74, 0.22], [-0.57, -2.08, -0.57], [1.02, -2.84, 1.76], [2.38, -1.67, 1.70], [1.87, -2.50, 0.25]], "lowdin_charge": [-0.123, -0.083, 0.066, -0.554, 0.088, 0.094, 0.103, 0.117, 0.135, 0.128, -0.116, -0.109, 0.093, -0.574, 0.114, 0.055, 0.103, 0.088, 0.121, 0.128, -0.094, -0.174, 0.070, -0.470, 0.072, 0.054, 0.124, 0.145, 0.139, 0.126, -0.076, -0.120, 0.066, -0.524, 0.146, 0.036, 0.134, 0.123, 0.132, 0.130, -0.139, -0.120, 0.076, -0.512, 0.126, 0.028, 0.126, 0.097, 0.105, 0.126, -0.105, -0.219, -0.173, -0.213, 0.183, 0.079, 0.061, 0.060, 0.085, 0.108, 0.104, 0.125, -0.097, -0.265, -0.205, -0.233, 0.155, 0.069, 0.070, 0.078, 0.097, 0.075, 0.125, 0.111, -0.320, 0.670, -0.294, -0.118, -0.104, -0.318, -0.107, -0.149, -0.316, -0.151, -0.130, 0.065, 0.066, 0.066, 0.048, 0.072, 0.079, 0.066, 0.083, 0.068, 0.081, 0.071, 0.083, 0.088, 0.081, 0.076, 0.084, 0.085, 0.069, -0.269, 0.579, -0.291, -0.101, -0.090, -0.292, -0.099, -0.132, -0.284, -0.123, -0.099, 0.072, 0.080, 0.061, 0.074, 0.070, 0.070, 0.056, 0.050, 0.090, 0.069, 0.073, 0.083, 0.086, 0.084, 0.035, 0.065, 0.082, 0.052, -0.300, 0.619, -0.295, -0.087, -0.113, -0.311, -0.126, -0.110, -0.277, -0.119, -0.108, 0.074, 0.046, 0.077, 0.077, 0.064, 0.057, 0.065, 0.082, 0.076, 0.075, 0.074, 0.067, 0.053, 0.080, 0.045, 0.067, 0.063, 0.072, -0.302, 0.620, -0.313, -0.105, -0.089, -0.307, -0.135, -0.106, -0.291, -0.120, -0.076, 0.079, 0.076, 0.061, 0.079, 0.055, 0.082, 0.066, 0.074, 0.092, 0.061, 0.090, 0.042, 0.076, 0.071, 0.068, 0.069, 0.050, 0.075, -0.316, 0.663, -0.274, -0.088, -0.088, -0.284, -0.103, -0.091, -0.279, -0.103, -0.154, 0.068, 0.065, 0.067, 0.073, 0.036, 0.056, 0.032, 0.060, 0.095, 0.065, 0.064, 0.078, 0.079, 0.046, 0.056, 0.070, 0.055, 0.073]}

---

(3)
{"formula": "C34H36As3FeN2O9PS5", "method": "wB97M-V/def2-TZVPD", "charge": -1, "homo_energy_ev": [-4.73, -4.87], "energy_ev": -337621.4138, "multiplicity": 6, "s2": 8.787, "symbols": ["Fe", "S", "As", "S", "S", "S", "O", "C", "C", "C", "C", "C", "C", "C", "P", "C", "C", "C", "C", "C", "C", "C", "C", "C", "C", "C", "C", "H", "H", "H", "H", "H", "H", "H", "H", "H", "H", "H", "H", "H", "H", "C", "O", "C", "O", "C", "C", "As", "C", "C", "C", "As", "C", "C", "O", "O", "C", "C", "O", "O", "C", "C", "O", "O", "C", "H", "H", "H", "H", "H", "H", "H", "H", "H", "H", "H", "H", "H", "H", "H", "H", "H", "H", "N", "C", "N", "S", "H", "H", "H", "H"], "xyz": [[-1.55, 0.39, 0.47], [-2.69, 4.75, 0.98], [-3.80, 3.23, 0.13], [-2.58, 1.82, -1.07], [-4.45, 1.69, 1.84], [-5.69, 3.41, -0.73], [-1.83, 1.42, 2.24], [-2.97, 0.92, 2.30], [-3.29, -0.39, 2.99], [-3.43, -0.36, 4.37], [-3.99, -1.45, 5.02], [-4.43, -2.55, 4.30], [-4.27, -2.58, 2.93], [-3.66, -1.53, 2.26], [-3.20, -1.52, 0.50], [-2.34, -3.08, 0.13], [-2.11, -4.13, 1.02], [-1.41, -5.25, 0.60], [-0.94, -5.34, -0.70], [-1.16, -4.30, -1.58], [-1.85, -3.17, -1.17], [-4.71, -1.65, -0.47], [-5.36, -0.47, -0.83], [-6.52, -0.52, -1.58], [-7.03, -1.74, -2.00], [-6.38, -2.92, -1.65], [-5.22, -2.88, -0.89], [-3.14, 0.52, 4.91], [-4.11, -1.43, 6.10], [-4.90, -3.38, 4.81], [-4.60, -3.45, 2.36], [-2.43, -4.06, 2.05], [-1.22, -6.06, 1.31], [-0.39, -6.22, -1.02], [-0.78, -4.35, -2.59], [-1.99, -2.35, -1.85], [-4.96, 0.50, -0.55], [-7.00, 0.41, -1.86], [-7.94, -1.78, -2.59], [-6.77, -3.88, -1.98], [-4.71, -3.80, -0.64], [4.63, 3.66, 1.59], [4.24, 2.60, 2.47], [3.80, 1.43, 1.98], [3.78, 0.45, 2.69], [3.26, 1.39, 0.59], [4.02, 0.99, -0.43], [3.46, 0.80, -2.34], [5.04, 1.64, -3.19], [2.15, 2.19, -2.10], [1.10, 1.59, -1.32], [1.28, 1.68, 0.60], [1.16, 3.56, 1.13], [0.35, 0.52, -1.79], [-0.32, -0.31, -1.12], [0.32, 0.40, -3.14], [-0.59, -0.56, -3.65], [2.35, 3.61, -2.06], [1.49, 4.44, -1.84], [3.64, 3.99, -2.30], [3.84, 5.40, -2.32], [5.43, 0.63, -0.15], [6.10, 1.09, 0.74], [5.89, -0.29, -1.01], [7.26, -0.65, -0.85], [5.69, 3.56, 1.37], [4.43, 4.58, 2.12], [4.07, 3.64, 0.66], [5.71, 0.85, -3.53], [5.57, 2.32, -2.52], [4.69, 2.21, -4.04], [1.85, 4.22, 0.64], [1.29, 3.59, 2.22], [0.14, 3.87, 0.89], [-0.54, -0.48, -4.73], [-1.61, -0.35, -3.30], [-0.31, -1.57, -3.34], [4.92, 5.55, -2.40], [3.45, 5.86, -1.42], [3.34, 5.85, -3.18], [7.53, -1.22, -1.73], [7.38, -1.26, 0.05], [7.88, 0.24, -0.75], [1.47, -1.74, 0.44], [1.17, -1.77, 1.74], [2.14, -2.18, 2.60], [-0.34, -1.35, 2.33], [2.42, -1.86, 0.13], [0.77, -1.40, -0.21], [3.09, -1.91, 2.35], [1.93, -1.97, 3.56]], "mulliken_spin": [3.650, 0.007, 0.014, 0.122, -0.015, 0.009, 0.051, -0.071, 0.044, -0.003, 0.001, -0.001, -0.002, -0.006, 0.005, 0.025, 0.001, 0.000, 0.002, -0.003, -0.007, -0.002, 0.014, -0.002, 0.002, 0.000, 0.002, 0.001, 0.000, 0.000, 0.001, 0.000, 0.000, 0.000, 0.000, 0.001, 0.005, 0.000, 0.000, 0.000, 0.000, 0.002, 0.001, -0.025, 0.000, 0.045, 0.058, -0.024, 0.007, 0.579, 0.037, 0.071, 0.008, 0.087, 0.072, 0.031, -0.008, 0.036, 0.124, 0.012, -0.005, 0.001, 0.003, -0.002, 0.000, 0.000, 0.000, -0.003, -0.001, 0.001, -0.002, 0.003, -0.002, 0.004, 0.000, 0.003, 0.003, 0.000, 0.002, 0.002, 0.000, 0.000, 0.000, -0.007, 0.005, 0.002, 0.037, 0.000, 0.001, 0.000, 0.000]}